Record 1
Entry from the OMol25 dataset: a structure of composition C30H52BrN3NiOP2 at a distorted geometry (ωB97M-V/def2-TZVPD).

Last column: Mulliken charge in e.
Atoms and positions in Å:
N (0.680, -4.629, 5.969)  -0.5324
C (-0.268, -3.696, 5.999)  -0.4166
C (-0.298, -2.647, 5.074)  -0.5640
C (0.618, -2.686, 3.986)  0.5695
C (1.652, -3.639, 4.020)  -0.1658
C (1.613, -4.619, 5.023)  -0.4982
C (0.335, -1.921, 2.755)  -0.8133
Ni (1.224, -1.265, 0.926)  -0.2021
P (0.422, -0.671, -3.603)  0.0647
C (0.119, -2.663, 1.531)  -0.6007
C (-1.048, -2.393, 0.696)  0.5886
C (-1.244, -3.213, -0.429)  -0.4996
C (-2.402, -3.100, -1.180)  -0.8557
C (-3.367, -2.128, -0.862)  -0.0930
C (-3.206, -1.339, 0.288)  -0.7137
C (-2.038, -1.459, 1.057)  -0.1178
Br (-4.814, -1.901, -1.972)  -0.0341
H (-0.248, -1.010, 2.958)  0.8612
H (0.502, -3.688, 1.449)  0.8647
H (-1.055, -1.873, 5.190)  0.4145
H (2.460, -3.621, 3.292)  0.4109
H (-1.012, -3.768, 6.802)  0.3743
H (2.385, -5.393, 5.047)  0.3579
H (-0.442, -3.917, -0.674)  0.5425
H (-1.854, -0.801, 1.895)  0.1696
H (-2.552, -3.750, -2.044)  0.6449
H (-3.978, -0.645, 0.603)  0.6581
P (2.697, 0.138, 0.541)  0.6260
C (-1.094, -1.640, -3.929)  0.5329
C (-1.076, -2.412, -5.250)  -1.3568
H (-1.947, -0.943, -3.918)  0.4782
H (-1.212, -2.321, -3.080)  -0.5544
H (-2.040, -2.919, -5.381)  0.4126
H (-0.939, -1.738, -6.106)  0.3760
H (-0.281, -3.169, -5.270)  0.3245
C (1.476, -1.837, -2.675)  1.8896
C (2.509, -2.479, -3.615)  -1.4529
H (0.834, -2.591, -2.199)  -0.0156
H (1.972, -1.259, -1.876)  -1.4587
H (3.182, -3.135, -3.051)  0.3659
H (2.034, -3.081, -4.404)  0.3617
H (3.115, -1.710, -4.114)  0.4168
C (-0.297, 0.769, -2.738)  1.6962
C (-0.554, 1.900, -3.755)  -1.3054
H (0.390, 1.096, -1.945)  -1.1161
H (-1.235, 0.439, -2.266)  -0.0665
H (-0.283, 2.875, -3.334)  0.3923
H (0.035, 1.757, -4.672)  0.4373
H (-1.611, 1.941, -4.048)  0.3316
C (2.311, 1.647, -0.405)  0.0447
C (3.190, 2.871, -0.236)  -1.6569
H (1.274, 1.890, -0.142)  0.1576
H (2.313, 1.340, -1.462)  0.3536
H (3.404, 3.117, 0.808)  0.2951
H (4.143, 2.765, -0.756)  0.3719
H (2.671, 3.727, -0.677)  0.4197
C (4.162, -0.583, -0.242)  -0.6241
C (4.221, -2.088, 0.008)  -0.8449
H (5.046, -0.070, 0.152)  0.5880
H (4.127, -0.375, -1.320)  0.4071
H (5.016, -2.326, 0.726)  0.3498
H (3.281, -2.478, 0.438)  0.0155
H (4.402, -2.650, -0.918)  0.2528
C (3.123, 0.678, 2.225)  -0.7261
C (1.970, 1.400, 2.942)  -0.8460
H (4.019, 1.307, 2.154)  0.6086
H (3.366, -0.231, 2.794)  0.5329
H (1.740, 0.901, 3.903)  0.3524
H (2.213, 2.453, 3.144)  0.3136
H (1.042, 1.405, 2.343)  -0.1304
C (-4.330, 2.019, -0.320)  -1.1077
N (-3.564, 3.233, -0.170)  0.1961
C (-3.708, 4.208, -1.228)  -1.0733
C (-2.581, 3.206, 0.795)  0.4760
O (-2.339, 2.157, 1.429)  -0.7205
N (-1.854, 4.338, 1.084)  0.1949
C (-2.139, 5.692, 0.669)  -0.9963
C (-0.906, 4.175, 2.154)  -0.6382
H (-5.282, 2.266, -0.799)  0.5440
H (-4.512, 1.575, 0.661)  0.2767
H (-3.811, 1.273, -0.940)  0.2962
H (-4.210, 5.120, -0.874)  0.2954
H (-2.740, 4.471, -1.682)  0.3084
H (-4.344, 3.759, -2.000)  0.4146
H (-3.212, 5.917, 0.710)  0.3203
H (-1.620, 6.362, 1.361)  0.3827
H (-1.758, 5.897, -0.342)  0.2741
H (-1.414, 3.898, 3.087)  0.3020
H (-0.202, 3.368, 1.929)  -0.0823
H (-0.372, 5.119, 2.289)  0.3721

Computed properties:
E_tot: -168117.35548 eV
relative energy (zero: lowest compared OMol25 entry of this formula, charge and spin): 64.5 kJ/mol
total charge: +2
2S+1: 3
F_max: 3.35 eV/Å
HOMO energy (spin up / spin down): -0.47583 / -0.47581 hartree
expectation value of S²: 2.012
orbital gap (spin up / spin down): 6.57 / 3.86 eV

---

Record 2
Entry from the OMol25 dataset: a structure of composition C30H52Cl2N3PTi at a distorted geometry (ωB97M-V/def2-TZVPD).

Last column: Mulliken charge in e.
Atoms and positions in Å:
P (0.970, -1.703, -0.803)  0.3215
C (-0.227, -2.640, -1.914)  0.0657
C (0.219, -3.953, -2.580)  -0.2251
C (-0.838, -4.434, -3.587)  -0.9962
C (-2.207, -4.611, -2.918)  -0.6471
C (-2.652, -3.319, -2.220)  -0.8443
C (-1.589, -2.833, -1.223)  -0.4065
C (1.239, -2.733, 0.743)  0.3399
C (1.451, -4.248, 0.611)  -0.5307
C (1.858, -4.864, 1.960)  -0.9291
C (0.814, -4.559, 3.043)  -0.6559
C (0.569, -3.049, 3.167)  -0.8769
C (0.174, -2.433, 1.817)  -0.6765
C (2.586, -1.974, -1.711)  0.0512
C (2.509, -1.304, -3.096)  -0.7905
C (3.825, -1.449, -3.874)  -0.8224
C (5.006, -0.884, -3.076)  -0.7308
C (5.093, -1.542, -1.694)  -0.8001
C (3.774, -1.398, -0.919)  -0.8077
H (-0.390, -1.909, -2.724)  0.5468
H (0.366, -4.726, -1.818)  0.0428
H (1.180, -3.825, -3.090)  0.2088
H (-0.515, -5.375, -4.049)  0.3770
H (-0.924, -3.694, -4.396)  0.3788
H (-2.956, -4.922, -3.656)  0.3889
H (-2.141, -5.417, -2.173)  0.3073
H (-2.817, -2.537, -2.975)  0.3513
H (-3.608, -3.473, -1.705)  0.3905
H (-1.908, -1.897, -0.749)  -0.1016
H (-1.485, -3.578, -0.424)  0.1757
H (2.179, -2.303, 1.124)  0.3814
H (2.829, -4.449, 2.264)  0.3514
H (2.210, -4.469, -0.149)  0.2223
H (0.516, -4.715, 0.277)  0.1901
H (1.993, -5.947, 1.854)  0.3854
H (1.134, -4.974, 4.007)  0.3883
H (-0.130, -5.057, 2.780)  0.2888
H (-0.210, -2.851, 3.914)  0.3978
H (1.487, -2.563, 3.527)  0.3606
H (0.041, -1.349, 1.913)  0.0358
H (-0.794, -2.845, 1.504)  0.2150
H (2.758, -3.052, -1.853)  0.2861
H (1.685, -1.727, -3.682)  0.3118
H (2.281, -0.237, -2.956)  0.3487
H (4.004, -2.513, -4.082)  0.3140
H (3.742, -0.944, -4.844)  0.3701
H (4.871, 0.200, -2.952)  0.3262
H (5.943, -1.028, -3.627)  0.3696
H (5.914, -1.104, -1.113)  0.3922
H (5.323, -2.610, -1.816)  0.3234
H (3.868, -1.899, 0.051)  0.2621
H (3.582, -0.336, -0.711)  0.3100
Ti (-0.822, 2.279, 0.509)  -0.3949
Cl (1.046, 1.676, 1.700)  -0.6340
Cl (-1.958, 1.709, -1.401)  -0.5987
C (-2.061, 2.827, 1.745)  0.0841
H (-2.139, 3.858, 2.102)  -0.1142
C (-2.920, 1.878, 2.434)  0.8482
C (-3.498, 2.242, 3.669)  -0.6391
C (-4.286, 1.342, 4.379)  -0.4731
C (-4.523, 0.064, 3.867)  -0.4710
C (-3.972, -0.306, 2.636)  -0.7464
C (-3.183, 0.588, 1.925)  0.0903
H (-3.309, 3.236, 4.066)  0.2874
H (-4.719, 1.636, 5.331)  0.3418
H (-4.170, -1.293, 2.228)  0.3684
H (-2.790, 0.311, 0.949)  0.3208
H (-5.143, -0.637, 4.419)  0.3361
C (-1.442, 6.396, -1.996)  -1.0393
N (-0.879, 6.573, -0.658)  0.2332
C (-0.488, 7.925, -0.267)  -0.8285
C (-0.692, 5.429, 0.234)  -0.1880
N (-0.758, 4.222, -0.271)  -0.1798
N (-0.469, 5.654, 1.640)  0.6095
C (-1.262, 6.603, 2.403)  -1.2952
C (0.573, 4.947, 2.343)  -0.9316
H (-1.585, 7.360, -2.530)  0.2980
H (-2.444, 5.921, -1.917)  0.3463
H (-0.773, 5.780, -2.629)  0.3170
H (-1.102, 8.329, 0.551)  0.2548
H (0.583, 7.934, 0.021)  0.2732
H (-0.616, 8.653, -1.095)  0.3166
H (-0.879, 4.116, -1.282)  0.2657
H (-1.706, 6.088, 3.282)  0.3805
H (-0.621, 7.434, 2.767)  0.3374
H (-2.123, 6.984, 1.819)  0.4123
H (0.301, 3.900, 2.417)  0.2690
H (1.545, 5.086, 1.823)  0.2849
H (0.681, 5.313, 3.387)  0.3223

Computed properties:
E_tot: -93876.28300 eV
total charge: -1
2S+1: 2
F_max: 2.95 eV/Å
HOMO energy (spin up / spin down): -0.08359 / -0.08206 hartree
expectation value of S²: 0.763
orbital gap (spin up / spin down): 4.74 / 4.70 eV

---

Question: Which value of E_tot does entry 1 give?
Answer: -168117.35548 eV

---

Question: Which of these has the highest total charge?
Answer: C30H52BrN3NiOP2

---

Question: Which value of 2S+1 does entry 2 give?
Answer: 2